# 1
Formula: C6H10O
Source: OMol25
Level of theory: the ωB97M-V functional and the def2-TZVPD basis

ORCA input file:
```
! wB97M-V def2-TZVPD RIJCOSX def2/J DEFGRID3
* xyz 0 1
C -1.0514 1.7644 1.0656
C -0.2343 0.6838 0.4279
C 0.9611 0.2391 0.8084
C 1.5066 -0.9279 0.0294
C 0.5152 -1.1102 -1.1238
C -0.7809 -0.0698 -0.7430
O -1.8602 -0.9221 -0.4245
H -2.0007 1.3524 1.4281
H -1.2946 2.5554 0.3456
H -0.5208 2.2163 1.9090
H 1.5159 0.6646 1.6379
H 1.5816 -1.8150 0.6780
H 2.5176 -0.7367 -0.3435
H 0.8591 -0.7240 -2.0767
H 0.3484 -2.2078 -1.3223
H -1.0034 0.5366 -1.6276
H -1.0591 -1.4990 -0.6685
*
```

As for the SMILES: CC1=CCC[C@H]1O.

# 2
Formula: C6H10O
Source: OMol25
Level of theory: the ωB97M-V functional and the def2-TZVPD basis

ORCA input file:
```
! wB97M-V def2-TZVPD RIJCOSX def2/J DEFGRID3
* xyz 0 1
C 1.8612 0.1838 0.6262
C 0.4318 0.2483 0.0507
O 0.1314 1.6422 -0.0860
C -0.6104 -0.4665 0.9460
C -1.8392 -0.4442 0.0700
C -1.4882 -0.3404 -1.2091
C 0.0243 -0.2831 -1.3510
H 1.9994 1.0820 1.2410
H 2.6540 0.2250 -0.1254
H 2.0424 -0.6652 1.2919
H 0.0643 2.0059 0.8057
H -0.2964 -1.5132 1.1216
H -0.7166 0.0105 1.9299
H -2.8495 -0.5069 0.4587
H -2.1767 -0.2998 -2.0492
H 0.3590 0.4073 -2.1291
H 0.4092 -1.2856 -1.5920
*
```

As for the SMILES: CC1(O)CC=CC1.

# 3
Formula: C6H10O
Source: OMol25
Level of theory: the ωB97M-V functional and the def2-TZVPD basis

ORCA input file:
```
! wB97M-V def2-TZVPD RIJCOSX def2/J DEFGRID3
* xyz 0 1
C -0.3191 1.5165 -1.4237
C 0.1003 1.6069 -0.1652
C 0.5318 0.4369 0.6846
C -0.7466 -0.3778 1.0053
C -0.7271 -1.5104 -0.0378
O 0.4771 -1.3896 -0.7815
C 1.3843 -0.6215 -0.0163
H -0.2518 0.5811 -1.9743
H -0.7736 2.3652 -1.9257
H -0.0328 2.5419 0.3779
H 1.0205 0.7808 1.6021
H -1.6307 0.2520 0.8997
H -0.7377 -0.7554 2.0271
H -0.7847 -2.4958 0.4451
H -1.5524 -1.4218 -0.7483
H 1.8872 -1.2624 0.7270
H 2.1385 -0.2058 -0.6896
*
```

As for the SMILES: C=C[C@H]1CCOC1.

# 4
Formula: C6H10O
Source: OMol25
Level of theory: the ωB97M-V functional and the def2-TZVPD basis

ORCA input file:
```
! wB97M-V def2-TZVPD RIJCOSX def2/J DEFGRID3
* xyz 0 1
C -2.0406 -0.6047 -0.6580
C -0.7486 -0.1725 -0.0376
C -0.3201 -0.3888 1.2068
C 1.0599 0.1598 1.4683
C 1.4129 0.8898 0.1511
C 0.3121 0.5221 -0.8699
O 0.7576 -0.3125 -1.9344
H -1.8512 -1.2048 -1.5555
H -2.6291 0.2646 -0.9762
H -2.6486 -1.1952 0.0343
H -0.8917 -0.9158 1.9692
H 1.7685 -0.6444 1.7088
H 1.0666 0.8430 2.3265
H 1.4274 1.9725 0.3094
H 2.3934 0.6102 -0.2478
H -0.0793 1.4097 -1.3807
H 1.0184 -1.1565 -1.5408
*
```

As for the SMILES: CC1=CCC[C@H]1O.

# 5
Formula: C6H10O
Source: OMol25
Level of theory: the ωB97M-V functional and the def2-TZVPD basis

ORCA input file:
```
! wB97M-V def2-TZVPD RIJCOSX def2/J DEFGRID3
* xyz 0 1
C 0.3548 1.5322 -0.2710
C 1.4587 0.8420 0.0494
C 1.5558 -0.6011 0.4504
O 0.8446 -1.2082 -0.5951
C -0.5047 -1.4207 -0.3315
C -1.3033 -0.2993 0.3231
C -1.0689 1.0501 -0.3297
H 0.4707 2.6011 -0.4587
H 2.4174 1.2788 -0.1050
H 1.1944 -0.8246 1.4844
H 2.5618 -1.0718 0.4165
H -0.5376 -2.3221 0.2831
H -0.9210 -1.6212 -1.3181
H -1.0654 -0.2359 1.3873
H -2.3673 -0.5638 0.2419
H -1.3902 1.0002 -1.3795
H -1.7055 1.8052 0.1372
*
```

As for the SMILES: C1=CCOCCC1.

# 6
Formula: C6H10O
Source: OMol25
Level of theory: the ωB97M-V functional and the def2-TZVPD basis

ORCA input file:
```
! wB97M-V def2-TZVPD RIJCOSX def2/J DEFGRID3
* xyz 0 1
O 1.5466 -0.7712 1.2845
C 1.3481 -0.4167 -0.0285
C 0.0785 -1.0449 -0.4664
C -1.1356 -0.5585 0.2863
C -1.4696 0.9090 -0.0409
C -0.1935 1.6603 -0.2975
C 1.0065 1.0710 -0.3568
H 1.0201 -1.9285 1.1184
H 2.1891 -0.7032 -0.6879
H 0.3890 -2.4055 0.3731
H -0.0408 -1.1268 -1.5592
H -0.8767 -0.6413 1.3445
H -1.9768 -1.2152 0.0579
H -2.1090 0.9763 -0.9351
H -2.0499 1.3586 0.7777
H -0.2678 2.7349 -0.4773
H 1.8703 1.6379 -0.6826
*
```

# 7
Formula: C6H10O
Source: OMol25
Level of theory: the ωB97M-V functional and the def2-TZVPD basis

ORCA input file:
```
! wB97M-V def2-TZVPD RIJCOSX def2/J DEFGRID3
* xyz 0 1
C -1.9243 -0.4227 0.3942
C -0.8798 -0.3749 -0.6955
O -0.6498 1.1795 -0.6896
C 0.6883 1.5245 -0.3892
C 1.4306 0.2199 -0.1890
C 1.0575 -0.6604 0.9670
C 0.4886 -0.9329 -0.3981
H -1.6761 0.6677 0.5162
H -1.6808 -1.0060 1.2885
H -2.9595 -0.5830 0.0757
H -1.2460 -0.6251 -1.6966
H 1.1074 2.0906 -1.2301
H 0.7704 2.1777 0.5031
H 2.4356 0.1620 -0.5823
H 0.3950 -0.2659 1.7360
H 1.8164 -1.3437 1.3383
H 0.8264 -1.8072 -0.9486
*
```

As for the SMILES: C[C@H]1OC[C@H]2C[C@H]21.

# 8
Formula: C6H10O
Source: OMol25
Level of theory: the ωB97M-V functional and the def2-TZVPD basis

ORCA input file:
```
! wB97M-V def2-TZVPD RIJCOSX def2/J DEFGRID3
* xyz 0 1
C 0.0095 0.7788 -0.7540
C 0.1579 -1.4490 -0.0473
C 0.6842 2.1174 -0.6721
C 0.9915 -2.3545 0.8128
O 0.7834 -0.2447 -0.2957
C -1.4773 0.6427 0.2795
C -2.4072 1.2719 0.7253
H -0.4399 0.5268 -1.7206
H -0.1994 -1.8952 -0.9820
H -1.0222 -0.7779 0.4303
H -0.0217 2.8922 -0.9707
H 1.0238 2.3048 0.3446
H 1.5454 2.1568 -1.3426
H 1.1849 -1.8854 1.7772
H 0.4726 -3.3013 0.9597
H 1.9570 -2.5830 0.3518
H -3.2425 1.7994 1.1038
*
```

Kohn-Sham gap (computed, hartree): 0.3783, 0.3716, 0.3834, 0.3747, 0.3601, 0.3595, 0.3875, 0.3456
Relative energy (zero: lowest compared OMol25 entry of this formula, charge and spin) (computed, kcal per mole): 42.9, 9.3, 18.1, 0.3, 26.2, 86.9, 43.4, 100.6